DFT (the ωB97M-V functional and the def2-TZVPD basis) results for 9 unconnected molecules or ions with the total composition BrH16O8.

Its expectation value of S² is 0.7525. The energy comes out at -86679.909 eV. The energy relative to the best compared isomer or geometry (same formula, charge and spin) is 0.00 kcal per mole. As for the highest occupied orbital energy (alpha / beta): -0.41682 / -0.41469 hartree.

```
! wB97M-V def2-TZVPD RIJCOSX def2/J DEFGRID3
* xyz 0 2
Br 0.351 0.192 0.145
O -0.170 2.789 2.702
H -0.740 3.095 1.997
H 0.042 1.887 2.465
O -1.130 2.153 -2.622
H -1.191 1.342 -2.117
H -0.253 2.488 -2.434
O -1.467 3.603 0.656
H -0.883 2.913 0.342
H -1.680 4.112 -0.126
O -0.925 -3.216 -0.130
H -1.877 -3.163 -0.039
H -0.613 -2.344 0.112
O 2.838 -1.424 1.487
H 2.395 -2.271 1.442
H 2.255 -0.823 1.024
O -1.088 -0.994 2.994
H -0.244 -1.071 3.438
H -0.873 -0.646 2.129
O -0.941 -1.144 -3.031
H -0.551 -1.253 -2.164
H -0.207 -1.234 -3.638
O 2.257 -1.817 -1.898
H 1.648 -1.300 -1.371
H 3.048 -1.876 -1.361
*
```

Want to see where the charge sits? The Löwdin charges in e are:
1 Br 0.686
2 O -0.058
3 H -0.049
4 H -0.039
5 O -0.057
6 H -0.035
7 H 0.025
8 O -0.036
9 H -0.012
10 H 0.071
11 O -0.035
12 H 0.049
13 H -0.057
14 O -0.071
15 H 0.039
16 H -0.124
17 O -0.054
18 H 0.040
19 H -0.100
20 O -0.045
21 H -0.051
22 H 0.047
23 O -0.060
24 H -0.108
25 H 0.034

***

DFT (the ωB97M-V functional and the def2-TZVPD basis) results for 3 unconnected molecules or ions with the total composition C4H15NO3 at a distorted geometry.

Its expectation value of S² is 0.7553. The energy comes out at -12014.064 eV. The energy relative to the best compared isomer or geometry (same formula, charge and spin) is 40.82 kcal per mole. As for the highest occupied orbital energy (alpha / beta): -0.52788 / -0.52780 hartree.

```
! wB97M-V def2-TZVPD RIJCOSX def2/J DEFGRID3
* xyz 1 2
C 0.322 -1.582 -0.970
O -1.002 -1.574 -1.568
C 0.764 -0.148 -0.642
C 2.220 -0.304 -0.027
C 3.317 -0.436 -1.115
N -0.216 0.526 0.162
H 0.053 -2.224 -0.122
H 1.004 -2.176 -1.525
H -0.966 -0.933 -2.289
H 0.849 0.475 -1.557
H 2.446 0.600 0.545
H 2.056 -1.066 0.729
H 3.707 0.604 -1.329
H 2.926 -0.869 -2.022
H 4.228 -0.925 -0.777
H -0.435 1.487 -0.106
H -0.377 0.157 1.096
H -0.069 3.544 1.790
H -1.179 4.173 2.397
O -0.694 4.247 1.560
H -4.283 -0.513 1.721
H -3.477 -1.658 1.115
O -3.837 -1.346 1.952
*
```

Want to see where the charge sits? The Löwdin charges in e are:
1 C -0.170
2 O -0.047
3 C -0.300
4 C -0.150
5 C -0.054
6 N 0.350
7 H 0.145
8 H 0.125
9 H 0.093
10 H 0.170
11 H 0.113
12 H 0.117
13 H 0.107
14 H 0.071
15 H 0.090
16 H 0.163
17 H 0.169
18 H 0.017
19 H 0.050
20 O -0.061
21 H 0.044
22 H 0.021
23 O -0.064

***

DFT (the ωB97M-V functional and the def2-TZVPD basis) results for a molecular structure, C26H52CaCl5KN5O10 at a distorted geometry.

The energy comes out at -153087.743 eV. The energy relative to the best compared isomer or geometry (same formula, charge and spin) is 0.00 kcal per mole. As for the highest occupied orbital energy: -0.28134 hartree.

```
! wB97M-V def2-TZVPD RIJCOSX def2/J DEFGRID3
* xyz 1 1
C 5.843 -3.400 -0.549
C 5.003 -2.895 0.633
C 5.372 -1.425 0.884
C 4.245 -0.538 1.390
C 4.658 0.897 1.014
C 4.165 1.198 -0.403
C 3.955 2.738 -0.727
C 3.144 3.493 0.296
C 1.703 2.966 0.467
C 0.600 3.856 -0.148
C -0.535 4.165 0.838
C -1.659 3.119 0.823
C -2.792 3.448 -0.155
C -3.461 2.209 -0.774
C -4.705 1.773 0.022
C -5.008 0.315 -0.180
C -4.807 -0.333 -1.368
N -5.089 -1.634 -1.505
C -5.589 -2.371 -0.522
C -5.809 -1.803 0.703
C -5.531 -0.458 0.857
C -5.876 0.153 2.179
O -6.930 0.707 2.227
O -5.057 -0.028 3.229
H 5.852 -4.480 -0.635
H 5.532 -2.940 -1.488
H 6.862 -3.066 -0.364
H 3.953 -2.998 0.347
H 5.237 -3.496 1.506
H 6.226 -1.405 1.553
H 5.719 -1.037 -0.076
H 4.147 -0.594 2.473
H 3.290 -0.851 0.965
H 5.747 0.857 0.954
H 4.368 1.630 1.759
H 3.292 0.605 -0.653
H 4.969 0.782 -1.078
H 4.981 3.249 -0.814
H 3.468 2.785 -1.765
H 3.651 3.485 1.254
H 3.120 4.542 -0.022
H 1.640 1.945 0.100
H 1.509 2.954 1.536
H 0.145 3.362 -1.011
H 1.035 4.810 -0.450
H -0.158 4.281 1.852
H -0.967 5.129 0.566
H -1.255 2.113 0.696
H -2.082 3.144 1.830
H -3.544 4.008 0.395
H -2.432 4.100 -0.951
H -2.742 1.389 -0.733
H -3.697 2.396 -1.820
H -4.443 1.925 1.066
H -5.566 2.401 -0.194
H -4.430 0.186 -2.233
H -4.919 -2.068 -2.405
H -5.830 -3.409 -0.681
H -6.227 -2.393 1.502
H -5.646 -0.149 3.995
C -4.289 3.155 4.049
Cl -3.077 3.934 5.064
Cl -4.837 4.223 2.744
H -3.852 2.265 3.612
H -5.147 2.895 4.659
C -9.336 -0.564 1.335
O -9.873 -0.025 2.373
O -9.345 -0.061 0.160
O -8.765 -1.676 1.506
K -10.584 1.509 0.670
Cl 8.351 -3.739 -3.205
C 8.996 -4.682 -1.831
C 8.986 -6.162 -2.104
Cl 7.324 -6.830 -2.177
H 8.416 -4.428 -0.952
H 10.016 -4.342 -1.668
H 9.499 -6.682 -1.298
H 9.477 -6.405 -3.043
Cl -10.621 1.485 4.054
Ca 5.638 2.249 -2.015
N 9.160 -1.627 0.433
O 9.108 -2.865 0.602
O 8.171 -1.048 -0.093
O 10.148 -0.978 0.782
N 2.323 4.980 -3.198
H 1.746 4.134 -3.131
H 2.949 4.895 -4.011
H 1.724 5.811 -3.292
H 2.904 5.057 -2.351
O 4.245 -6.126 0.464
H 5.015 -6.440 -0.024
H 3.694 -5.712 -0.206
C -8.103 -3.306 -2.283
O -8.116 -3.595 -3.466
N -7.728 -4.209 -1.311
N -8.452 -2.081 -1.804
H -7.741 -3.996 -0.330
H -7.477 -5.132 -1.613
H -8.750 -1.399 -2.475
H -8.440 -1.827 -0.829
*
```

Löwdin atomic charge list, values in e, 99 entries:
1 C -0.124
2 C -0.232
3 C -0.232
4 C -0.187
5 C -0.185
6 C -0.277
7 C -0.429
8 C -0.198
9 C -0.166
10 C -0.212
11 C -0.200
12 C -0.198
13 C -0.205
14 C -0.188
15 C -0.116
16 C -0.107
17 C 0.031
18 N 0.140
19 C -0.033
20 C 0.057
21 C -0.021
22 C -0.478
23 O 0.193
24 O 0.140
25 H 0.031
26 H 0.073
27 H 0.032
28 H 0.093
29 H 0.110
30 H 0.125
31 H 0.077
32 H 0.117
33 H 0.104
34 H 0.115
35 H 0.106
36 H 0.116
37 H 0.010
38 H -0.040
39 H 0.032
40 H 0.111
41 H 0.095
42 H 0.106
43 H 0.114
44 H 0.100
45 H 0.084
46 H 0.112
47 H 0.113
48 H 0.114
49 H 0.088
50 H 0.061
51 H 0.109
52 H 0.109
53 H 0.111
54 H 0.087
55 H 0.144
56 H 0.149
57 H 0.192
58 H 0.120
59 H 0.143
60 H 0.156
61 C -1.023
62 Cl 0.540
63 Cl 0.565
64 H 0.000
65 H 0.033
66 C -0.949
67 O -0.266
68 O -0.307
69 O 0.062
70 K 0.988
71 Cl 0.532
72 C -0.657
73 C -0.636
74 Cl 0.527
75 H 0.028
76 H 0.080
77 H 0.076
78 H 0.065
79 Cl 0.137
80 Ca 1.059
81 N -0.614
82 O -0.068
83 O -0.129
84 O -0.036
85 N 0.254
86 H 0.110
87 H 0.110
88 H 0.140
89 H 0.086
90 O -0.060
91 H 0.012
92 H 0.033
93 C -0.688
94 O 0.032
95 N 0.131
96 N 0.178
97 H 0.092
98 H 0.113
99 H 0.109